# 1
{"formula": "C2H7N5O", "method": "ωB97M-V with the def2-TZVPD basis set", "species": ["C", "N", "C", "N", "N", "N", "N", "O", "H", "H", "H", "H", "H", "H", "H"], "coordinates": [[2.252, 0.307, -0.321], [0.851, -0.053, -0.336], [-0.888, 0.634, -0.378], [-1.582, -2.109, 0.365], [-0.911, 1.625, 0.565], [0.478, -1.153, 0.209], [-0.787, -0.970, 0.447], [-1.502, 0.647, -1.413], [-1.796, -2.321, -0.609], [-2.450, -1.910, 0.848], [-1.263, 2.522, 0.271], [-0.237, 1.579, 1.313], [2.866, -0.596, -0.339], [2.505, 0.880, 0.577], [2.465, 0.917, -1.199]], "lowdin_charge": [-0.08, -0.10, -0.54, 0.05, 0.13, 0.05, -0.16, 0.05, 0.08, 0.08, 0.10, 0.09, 0.08, 0.07, 0.08], "gap_ev": 9.53, "total_charge": 0, "homo_ha": -0.318}

# 2
{"formula": "C2H7NO", "method": "ωB97M-V with the def2-TZVPD basis set", "species": ["N", "C", "C", "O", "H", "H", "H", "H", "H", "H", "H"], "coordinates": [[0.223, 1.529, -0.373], [-0.101, 0.493, 0.578], [-0.433, -0.875, -0.052], [0.797, -1.356, -0.515], [-0.569, 1.924, -0.905], [1.005, 1.171, -0.981], [-1.002, 0.755, 1.199], [0.655, 0.360, 1.345], [-0.995, -0.791, -0.963], [-0.945, -1.777, 0.421], [1.365, -1.434, 0.246]], "lowdin_charge": [-0.02, -0.30, -0.28, -0.10, 0.08, 0.09, 0.12, 0.10, 0.10, 0.13, 0.07], "gap_ev": 10.26, "smiles": "NCCO", "total_charge": 0, "homo_ha": -0.338}

# 3
{"formula": "C2H7NO2", "method": "ωB97M-V with the def2-TZVPD basis set", "species": ["C", "O", "H", "H", "N", "C", "O", "H", "H", "H", "H", "H"], "coordinates": [[2.358, 0.086, -0.455], [2.126, -0.083, 0.710], [1.726, -0.378, -1.227], [3.213, 0.695, -0.788], [-1.367, 1.004, 0.274], [-1.621, -0.395, 0.059], [-0.456, -1.228, -0.005], [-0.715, 1.347, -0.418], [-1.003, 1.179, 1.201], [-2.120, -0.520, -0.900], [-2.273, -0.769, 0.852], [0.132, -0.937, 0.698]], "lowdin_charge": [-0.13, -0.01, 0.08, 0.08, 0.02, -0.34, -0.09, 0.06, 0.07, 0.11, 0.11, 0.04], "gap_ev": 10.33, "smiles": "C=O.NCO", "total_charge": 0, "homo_ha": -0.358}

# 4
{"formula": "C2H7NO2", "method": "ωB97M-V with the def2-TZVPD basis set", "species": ["N", "C", "O", "H", "H", "H", "C", "O", "H", "H", "H", "H"], "coordinates": [[-0.450, 0.466, -1.231], [0.340, 1.531, -0.853], [-0.055, 2.485, -0.222], [-1.422, 0.654, -0.990], [-0.264, -0.399, -0.737], [1.404, 1.439, -1.112], [0.314, -1.636, 1.574], [-0.160, -2.131, 0.357], [-0.269, -2.004, 2.435], [1.380, -1.750, 1.786], [0.110, -0.554, 1.658], [0.022, -3.072, 0.299]], "lowdin_charge": [0.09, -0.41, 0.02, 0.10, 0.04, 0.12, -0.18, -0.12, 0.08, 0.08, 0.08, 0.09], "gap_ev": 10.50, "smiles": "NC=O.CO", "total_charge": 0, "homo_ha": -0.363}

# 5
{"formula": "C2H7NO2", "method": "ωB97M-V with the def2-TZVPD basis set", "species": ["N", "C", "C", "O", "H", "H", "H", "H", "H", "O", "H", "H"], "coordinates": [[0.938, 0.599, 1.147], [-0.488, 0.212, 1.117], [-1.205, 0.672, -0.126], [-2.203, 0.193, -0.585], [1.074, 1.291, 0.405], [1.493, -0.177, 0.820], [-0.990, 0.782, 1.901], [-0.609, -0.854, 1.302], [-0.734, 1.571, -0.581], [2.199, -1.336, -1.409], [1.864, -1.693, -0.580], [2.909, -1.950, -1.652]], "lowdin_charge": [0.00, -0.23, -0.28, 0.06, 0.06, 0.03, 0.11, 0.12, 0.12, -0.06, 0.02, 0.05], "gap_ev": 10.13, "smiles": "NCC=O.O", "total_charge": 0, "homo_ha": -0.352}

# 6
{"formula": "C2H7NO2", "method": "ωB97M-V with the def2-TZVPD basis set", "species": ["N", "C", "C", "O", "H", "H", "H", "H", "H", "O", "H", "H"], "coordinates": [[-0.978, 0.000, 1.754], [0.067, 0.326, 0.757], [-0.169, 1.193, -0.460], [-0.546, 0.654, -1.469], [-1.310, -0.931, 1.601], [-0.641, 0.105, 2.693], [0.504, -0.550, 0.237], [0.900, 0.620, 1.411], [0.023, 2.276, -0.382], [0.841, -1.555, -2.230], [1.370, -0.825, -1.898], [-0.063, -1.312, -2.013]], "lowdin_charge": [0.01, -0.23, -0.23, 0.04, 0.06, 0.06, 0.10, 0.11, 0.12, -0.07, 0.02, 0.01], "gap_ev": 10.17, "smiles": "NCC=O.O", "total_charge": 0, "homo_ha": -0.358}

# 7
{"formula": "C2H7NO2S", "method": "ωB97M-V with the def2-TZVPD basis set", "species": ["C", "C", "O", "H", "H", "H", "H", "N", "S", "O", "H", "H", "H"], "coordinates": [[0.051, -1.907, 0.124], [0.493, -1.157, -1.129], [-0.199, -0.640, -1.964], [0.346, -2.886, -0.057], [-0.997, -1.830, 0.093], [0.711, -1.596, 0.897], [1.563, -0.938, -1.027], [-0.713, 1.675, 1.493], [0.548, 2.013, 0.404], [-0.121, 2.174, -1.038], [-1.048, 2.592, 1.777], [-0.352, 1.016, 2.148], [-0.282, 1.485, -1.722]], "lowdin_charge": [-0.03, -0.32, 0.02, 0.06, 0.07, 0.07, 0.11, -0.31, 0.77, -0.50, 0.02, 0.00, 0.04], "gap_ev": 9.10, "smiles": "CC=O.NSO", "total_charge": 0, "homo_ha": -0.307}

# 8
{"formula": "C2H7NO2S", "method": "ωB97M-V with the def2-TZVPD basis set", "species": ["C", "C", "N", "O", "O", "S", "H", "H", "H", "H", "H", "H", "H"], "coordinates": [[0.627, -0.990, 1.306], [-0.481, 0.697, -1.686], [-0.737, -1.060, 0.844], [-1.250, 1.232, -2.773], [0.816, 1.099, -1.680], [-1.393, 1.064, -0.098], [1.306, -0.835, 0.526], [0.797, -0.096, 1.997], [0.851, -2.122, 1.668], [-0.757, -0.358, -1.840], [-1.528, -1.005, 1.455], [-1.716, 2.031, -2.424], [0.928, 1.744, -2.357]], "lowdin_charge": [-0.23, -0.82, -0.11, -0.09, -0.02, 0.75, 0.03, 0.09, 0.14, 0.10, 0.00, 0.08, 0.09], "gap_ev": [7.82, 7.87], "total_charge": 0, "homo_ha": [-0.336, -0.336]}

# 9
{"formula": "C2H7NO2S", "method": "ωB97M-V with the def2-TZVPD basis set", "species": ["C", "N", "C", "H", "H", "H", "H", "H", "O", "S", "O", "H", "H"], "coordinates": [[0.583, -0.680, 0.905], [1.006, 0.442, 0.465], [2.055, 0.458, -0.436], [-0.162, -0.740, 1.686], [1.039, -1.649, 0.684], [2.321, 1.510, -0.569], [2.976, -0.052, -0.040], [1.610, -0.143, -1.177], [-2.542, -1.025, -0.978], [-2.558, -0.130, 0.433], [-1.903, 1.330, 0.098], [-3.416, -0.760, -1.448], [-1.010, 1.441, 0.377]], "lowdin_charge": [-0.08, -0.12, -0.16, 0.03, 0.09, 0.08, 0.10, 0.07, -0.47, 0.84, -0.43, 0.07, -0.02], "gap_ev": 9.21, "smiles": "C=NC.OSO", "total_charge": 0, "homo_ha": -0.316}

# 10
{"formula": "C2H7NO3", "method": "ωB97M-V with the def2-TZVPD basis set", "species": ["N", "C", "O", "C", "O", "O", "H", "H", "H", "H", "H", "H", "H"], "coordinates": [[-1.573, 0.602, 0.219], [-0.355, 0.728, -0.450], [0.434, 1.725, 0.118], [0.513, -0.847, -0.215], [-0.515, -1.662, 0.300], [1.586, -0.589, 0.622], [-1.465, 0.829, 1.204], [-1.829, -0.416, 0.214], [-0.483, 0.841, -1.530], [1.146, 1.961, -0.489], [0.826, -1.047, -1.245], [0.325, -2.331, 0.108], [1.390, 0.207, 1.145]], "lowdin_charge": [0.06, -0.39, -0.02, -0.43, -0.07, 0.00, 0.09, 0.09, 0.13, 0.11, 0.14, 0.19, 0.09], "gap_ev": 9.32, "smiles": "N[C@@H](O)C(O)O", "total_charge": 0, "homo_ha": -0.318}

# 11
{"formula": "C2H7NO3", "method": "ωB97M-V with the def2-TZVPD basis set", "species": ["N", "C", "O", "C", "O", "H", "H", "H", "H", "H", "O", "H", "H"], "coordinates": [[-1.063, 1.068, 0.599], [-1.347, 0.252, -0.416], [-2.419, -0.336, -0.498], [-0.199, -0.019, -1.371], [1.064, 0.055, -0.685], [-1.776, 1.395, 1.256], [-0.136, 1.501, 0.593], [-0.242, -1.032, -1.817], [-0.136, 0.711, -2.201], [1.660, -0.336, -1.357], [1.389, -1.461, 1.959], [1.519, -0.881, 2.743], [1.688, -0.916, 1.196]], "lowdin_charge": [0.17, -0.54, 0.04, -0.14, -0.11, 0.13, 0.11, 0.14, 0.13, 0.11, -0.09, 0.05, 0.01], "gap_ev": 10.33, "smiles": "NC(=O)CO.O", "total_charge": 0, "homo_ha": -0.365}

# 12
{"formula": "C2H7NO3", "method": "ωB97M-V with the def2-TZVPD basis set", "species": ["C", "N", "C", "O", "O", "H", "H", "H", "H", "H", "O", "H", "H"], "coordinates": [[2.792, -0.229, -0.493], [1.568, 0.658, -0.319], [0.350, 0.325, 0.309], [-0.588, 1.136, 0.206], [0.196, -0.957, 0.617], [3.217, -0.669, 0.459], [3.582, 0.299, -1.081], [2.455, -0.995, -1.234], [1.448, 1.463, -0.933], [1.050, -1.376, 0.898], [-3.802, -0.633, -0.075], [-3.345, -0.034, -0.682], [-4.679, -0.242, -0.071]], "lowdin_charge": [-0.08, 0.00, -0.59, 0.04, 0.12, 0.09, 0.08, 0.08, 0.13, 0.13, -0.06, 0.03, 0.02], "gap_ev": 10.22, "smiles": "CNC(=O)O.O", "total_charge": 0, "homo_ha": -0.358}

# 13
{"formula": "C2H7NO3", "method": "ωB97M-V with the def2-TZVPD basis set", "species": ["O", "C", "N", "C", "O", "H", "H", "H", "H", "H", "O", "H", "H"], "coordinates": [[0.477, -1.615, -2.463], [-0.450, -1.175, -1.841], [-0.489, 0.131, -1.355], [0.808, 0.622, -1.015], [1.444, 1.353, -2.099], [-1.341, -1.776, -1.621], [-1.157, 0.824, -1.622], [1.546, -0.132, -0.767], [0.778, 1.352, -0.244], [1.656, 0.636, -2.711], [-1.126, 0.079, 5.526], [-1.811, -0.499, 5.202], [-0.334, 0.200, 5.010]], "lowdin_charge": [0.06, -0.33, 0.04, -0.26, -0.07, 0.13, 0.13, 0.13, 0.11, 0.07, -0.05, 0.03, 0.03], "gap_ev": 10.83, "smiles": "O=CNCO.O", "total_charge": 0, "homo_ha": -0.377}

# 14
{"formula": "C2H7NO4", "method": "ωB97M-V with the def2-TZVPD basis set", "species": ["C", "N", "O", "H", "H", "H", "H", "H", "C", "O", "O", "O", "H", "H"], "coordinates": [[1.223, 1.224, -0.041], [-0.108, 0.769, -0.321], [-1.663, 1.146, 0.639], [-2.407, 0.573, 0.387], [-0.505, 0.766, -1.254], [1.296, 2.304, -0.177], [1.497, 0.908, 0.966], [1.915, 0.800, -0.784], [-0.325, -1.016, -0.051], [-0.122, -1.478, 1.223], [0.637, -1.661, -0.820], [-1.542, -1.094, -0.464], [0.186, -2.402, -1.254], [-0.084, -0.840, 1.950]], "lowdin_charge": [-0.05, 0.07, -0.01, 0.06, 0.14, 0.09, 0.10, 0.12, -0.75, 0.08, 0.04, -0.11, 0.12, 0.11], "gap_ev": [7.32, 7.32], "total_charge": 0, "homo_ha": [-0.333, -0.333]}

# 15
{"formula": "C2H7NO4P", "method": "ωB97M-V with the def2-TZVPD basis set", "species": ["C", "C", "N", "O", "O", "O", "O", "P", "H", "H", "H", "H", "H", "H", "H"], "coordinates": [[-1.020, -1.550, 1.397], [1.550, 1.338, -1.415], [-0.107, -1.435, -0.793], [0.766, 1.487, 1.218], [-1.791, 1.444, 0.488], [-0.124, -2.044, 0.498], [0.178, 1.717, -1.166], [-0.378, 1.117, 0.279], [-0.744, -1.653, 2.454], [-2.002, -1.782, 1.154], [-0.976, -0.448, 1.488], [1.674, 0.320, -1.180], [2.219, 1.958, -0.691], [1.726, 1.232, -2.494], [-0.972, -1.700, -1.237]], "lowdin_spin": [0.06, 0.01, 0.86, 0.18, 0.16, 0.15, 0.11, 0.40, 0.00, 0.00, 0.02, 0.00, 0.00, 0.00, 0.03], "gap_ev": [5.72, 7.65], "spin_multiplicity": 3, "total_charge": -1, "homo_ha": [-0.064, -0.186]}

# 16
{"formula": "C2H7NO4S", "method": "ωB97M-V with the def2-TZVPD basis set", "species": ["C", "S", "O", "O", "O", "C", "O", "H", "H", "H", "H", "N", "H", "H", "H"], "coordinates": [[0.921, 0.782, -0.089], [0.651, 0.586, -1.866], [-0.123, -0.492, -2.293], [1.914, 0.795, -2.486], [-0.446, 1.970, -1.976], [-1.097, 2.270, -0.903], [-1.506, 1.529, -0.082], [1.857, 0.121, 0.078], [1.246, 1.815, -0.005], [0.178, 0.649, 0.481], [-1.522, 3.343, -1.050], [-0.528, -3.002, 2.408], [-1.472, -3.384, 2.761], [0.148, -3.284, 3.265], [-0.223, -3.698, 1.757]], "lowdin_charge": [-0.09, 0.70, -0.23, -0.25, -0.11, -0.48, 0.08, 0.13, 0.09, -0.03, 0.18, -0.06, 0.03, 0.06, -0.04], "gap_ev": 11.39, "smiles": "CS(=O)(=O)OC=O.N", "total_charge": 0, "homo_ha": -0.393}

# 17
{"formula": "C2H7NO4S2", "method": "ωB97M-V with the def2-TZVPD basis set", "species": ["C", "C", "N", "O", "O", "O", "O", "S", "S", "H", "H", "H", "H", "H", "H", "H"], "coordinates": [[-1.096, 2.068, 0.228], [1.716, -1.870, -0.017], [-1.244, -0.268, -1.073], [-0.417, 1.683, -2.352], [1.382, -0.755, -2.229], [3.394, 0.096, -1.029], [1.100, 0.748, -0.471], [-0.465, 1.007, -1.075], [2.027, -0.345, -1.062], [-0.849, 1.861, 1.282], [-0.495, 2.857, -0.007], [-2.197, 2.204, 0.051], [2.666, -2.361, 0.285], [1.212, -1.467, 0.899], [1.082, -2.353, -0.789], [-1.014, -0.815, -1.956]], "lowdin_charge": [-0.11, -0.08, -0.20, -0.29, -0.31, -0.26, -0.41, 0.64, 0.52, 0.09, 0.02, 0.11, 0.07, 0.07, 0.06, 0.07], "gap_ev": 10.70, "total_charge": 0, "homo_ha": -0.378}

# 18
{"formula": "C2H7NOP2", "method": "ωB97M-V with the def2-TZVPD basis set", "species": ["C", "C", "N", "O", "P", "P", "H", "H", "H", "H", "H", "H", "H"], "coordinates": [[0.609, -0.694, -1.535], [-0.479, -0.791, -0.525], [-0.221, 0.257, 0.536], [1.405, -1.584, -1.723], [-0.144, 1.890, -0.091], [0.677, 0.167, 1.997], [0.568, 0.301, -2.124], [-1.441, -0.389, -1.027], [-0.699, -1.893, -0.226], [-0.514, 2.308, 1.249], [-1.576, 2.037, -0.499], [1.691, -0.512, 1.390], [0.123, -1.096, 2.578]], "lowdin_spin": [0.59, 0.17, 0.15, 0.85, 0.05, 0.03, 0.09, 0.03, 0.00, 0.01, 0.01, 0.01, 0.00], "gap_ev": [6.99, 6.26], "spin_multiplicity": 3, "total_charge": 0, "homo_ha": [-0.224, -0.324]}

# 19
{"formula": "C2H7NOS", "method": "ωB97M-V with the def2-TZVPD basis set", "species": ["C", "C", "N", "O", "S", "H", "H", "H", "H", "H", "H", "H"], "coordinates": [[0.077, -0.575, 1.232], [-1.077, 1.358, -0.769], [0.911, -0.708, 0.143], [1.873, 0.107, 0.065], [-0.369, 0.130, -1.733], [-0.615, -1.369, 1.268], [0.788, -0.459, 2.049], [-0.603, 0.369, 0.951], [-2.068, 1.377, -0.914], [-0.590, 2.105, -0.044], [1.066, -1.655, -0.332], [0.786, 0.686, -1.935]], "lowdin_charge": [-0.11, -0.44, -0.43, -0.16, 0.83, 0.08, 0.11, 0.08, -0.07, 0.07, 0.16, -0.11], "gap_ev": [8.03, 7.74], "total_charge": 0, "homo_ha": [-0.289, -0.270]}

DFT total energy, respectively: -429.30952; -210.35889; -285.59894; -285.61701; -285.60689; -285.59425; -683.75642; -683.68826; -683.73170; -360.79600; -360.88163; -360.87063; -360.85288; -435.93331; -777.37454; -834.22382; -1232.38310; -892.88574; -608.37657 hartree.
Energy above the lowest of the compared OMol25 structures with the same formula, charge and spin, respectively: 3.1010; 1.0845; 1.9826; 1.4910; 1.7664; 2.1104; 2.4330; 4.2876; 3.1055; 3.2013; 0.8712; 1.1707; 1.6537; 5.9907; 2.6702; 1.9576; 1.7925; 0.0000; 6.0022 eV.